# 1
ORCA calculation (ωB97M-V/def2-TZVPD) on the molecule C7H8.

Gap between HOMO and LUMO = 10.00 eV
Electronic energy = -271.3592 Eh
SMILES = C#CC(C)(C)C#C

The geometry in ORCA input format:
```
! RIJCOSX wB97M-V def2-TZVPD def2/J DEFGRID3
* xyz 0 1
C 0.35 1.40 -0.81
C 0.20 0.18 0.11
C 1.12 0.30 1.33
C -1.23 -0.07 0.44
C -2.30 -0.63 0.37
C 0.39 -1.08 -0.67
C -0.06 -2.07 -1.19
H -0.31 1.32 -1.67
H 1.39 1.47 -1.16
H 0.11 2.32 -0.26
H 0.89 1.21 1.89
H 1.01 -0.56 2.00
H 2.16 0.35 1.00
H -3.17 -1.22 0.23
H -0.57 -2.92 -1.59
*
```

# 2
ORCA calculation (ωB97M-V/def2-TZVPD) on a structure of composition C37H50FN2O2SSiW in a non-equilibrium geometry.

Gap between HOMO and LUMO (spin up / spin down) = 5.57 / 7.03 eV
Electronic energy = -2554.5287 Eh

The geometry in ORCA input format:
```
! RIJCOSX wB97M-V def2-TZVPD def2/J DEFGRID3
* xyz -1 3
W 0.52 -0.36 -0.04
O 1.29 -4.04 -1.92
S 1.59 -3.28 -0.72
O 0.59 -3.31 0.32
N 1.85 -1.74 -1.05
C 2.93 -1.25 -1.70
C 3.87 -1.98 -2.43
C 4.96 -1.34 -3.00
C 5.13 0.02 -2.89
C 4.16 0.80 -2.23
C 4.25 2.21 -2.14
C 3.23 2.88 -1.50
C 2.18 2.19 -0.92
N 2.06 0.83 -0.93
C 3.05 0.16 -1.62
C 3.09 -4.02 -0.06
C 3.76 -4.93 -0.85
C 4.91 -5.54 -0.38
C 5.36 -5.25 0.90
C 4.68 -4.33 1.69
C 3.54 -3.71 1.21
H 3.74 -3.04 -2.55
H 5.69 -1.93 -3.54
H 5.97 0.51 -3.35
H 5.09 2.73 -2.57
H 3.24 3.95 -1.42
H 1.40 2.73 -0.42
H 3.36 -5.16 -1.83
H 5.44 -6.24 -1.00
H 6.25 -5.73 1.28
H 5.04 -4.11 2.68
H 2.99 -3.00 1.81
F 1.67 -0.97 1.55
C -1.59 -1.24 -3.32
C -2.00 -1.69 -1.90
C -1.79 -3.22 -1.80
C -1.07 -1.00 -0.95
C -3.45 -1.36 -1.59
C -4.10 -1.96 -0.51
C -5.40 -1.65 -0.17
C -6.10 -0.70 -0.89
C -5.49 -0.11 -1.99
C -4.20 -0.45 -2.34
H -0.57 -1.57 -3.50
H -1.61 -0.16 -3.40
H -2.24 -1.69 -4.07
H -0.78 -3.46 -2.13
H -2.50 -3.76 -2.42
H -1.87 -3.56 -0.77
H -0.94 -1.56 0.07
H -3.56 -2.69 0.08
H -5.87 -2.15 0.66
H -7.11 -0.42 -0.61
H -6.03 0.61 -2.59
H -3.77 0.00 -3.22
C -0.09 3.56 3.54
C 0.58 2.50 2.66
C 1.18 1.44 3.59
C 1.80 3.17 2.02
Si -0.66 1.54 1.22
C -2.30 1.03 2.37
C -1.84 0.15 3.54
C -3.19 2.14 2.95
C -3.21 0.13 1.55
C -1.39 2.91 -0.27
C -2.91 2.86 -0.45
C -0.82 2.52 -1.66
C -1.03 4.37 0.03
H 0.66 4.09 4.12
H -0.77 3.09 4.24
H -0.63 4.29 2.94
H 2.03 1.85 4.14
H 1.54 0.58 3.04
H 0.46 1.09 4.33
H 2.45 3.59 2.80
H 1.53 3.99 1.36
H 2.40 2.45 1.47
H -1.48 0.74 4.37
H -1.05 -0.54 3.22
H -2.67 -0.45 3.90
H -2.62 2.92 3.44
H -3.89 1.71 3.67
H -3.79 2.60 2.17
H -2.67 -0.76 1.25
H -3.59 0.62 0.66
H -4.07 -0.19 2.14
H -3.21 1.88 -0.81
H -3.21 3.60 -1.20
H -3.44 3.09 0.46
H -0.39 1.51 -1.66
H -0.06 3.22 -2.00
H -1.62 2.53 -2.40
H -1.49 4.69 0.96
H -1.39 5.03 -0.77
H 0.04 4.51 0.10
*
```

# 3
ORCA calculation (ωB97M-V/def2-TZVPD) on a cluster of 11 separate species, C5H31O11 in total in a non-equilibrium geometry.

Gap between HOMO and LUMO = 9.05 eV
Electronic energy = -1036.7876 Eh

The geometry in ORCA input format:
```
! RIJCOSX wB97M-V def2-TZVPD def2/J DEFGRID3
* xyz -1 1
C 2.64 0.48 -1.64
O 2.30 1.12 -0.46
C 1.50 0.40 -2.67
C 0.74 1.73 -2.98
C 1.30 2.98 -2.26
C -0.72 1.60 -2.58
H 3.51 0.94 -2.12
H 2.98 -0.57 -1.50
H 0.87 -0.45 -2.41
H 1.89 0.12 -3.63
H 0.71 1.94 -4.03
H 0.95 2.96 -1.24
H 2.39 3.09 -2.32
H 0.93 3.85 -2.80
H -1.38 2.43 -2.86
H -0.94 1.64 -1.53
H -1.12 0.66 -2.98
H -1.37 -3.79 -1.45
H -2.67 -3.01 -1.69
O -2.08 -3.62 -2.11
H -2.12 2.75 3.27
H -0.64 3.20 3.38
O -1.49 3.23 3.81
H -1.01 -0.46 4.39
H -1.05 -0.99 3.11
O -1.70 -0.79 3.79
H -0.36 -4.57 0.34
H 0.33 -3.21 0.29
O -0.52 -3.66 0.06
H 1.96 0.45 0.20
H 2.86 0.27 2.53
O 2.15 0.01 1.91
H 0.02 1.92 1.20
H 0.67 0.63 1.85
O -0.17 1.13 1.67
H 1.67 -1.15 2.58
H 1.99 -2.18 3.80
O 1.28 -1.96 3.19
H -3.20 2.35 0.88
H -2.82 1.29 1.86
O -3.09 2.22 1.82
H -4.40 -2.84 -1.56
H -4.34 -1.66 -0.57
O -4.78 -2.00 -1.35
H 2.63 -2.64 0.33
H 1.80 -2.72 1.68
O 1.94 -3.12 0.78
*
```

# 4
ORCA calculation (ωB97M-V/def2-TZVPD) on the molecule C3H7NO.

Gap between HOMO and LUMO = 10.37 eV
Electronic energy = -248.4801 Eh
SMILES = C[C@@H](N)C=O

The geometry in ORCA input format:
```
! RIJCOSX wB97M-V def2-TZVPD def2/J DEFGRID3
* xyz 0 1
O -1.40 1.20 -0.24
C -1.18 0.03 -0.12
C 0.22 -0.59 -0.12
C 1.23 0.25 -0.91
N 0.48 -0.79 1.30
H -1.99 -0.70 0.02
H 0.13 -1.58 -0.56
H 0.74 1.13 -1.34
H 1.64 -0.31 -1.76
H 2.07 0.60 -0.32
H 0.73 0.07 1.77
H 1.13 -1.54 1.50
*
```

# 5
ORCA calculation (ωB97M-V/def2-TZVPD) on a cluster of 2 separate species, C21H28N2O7 in total in a non-equilibrium geometry.

Gap between HOMO and LUMO = 8.55 eV
Electronic energy = -1453.1762 Eh
SMILES = CCOCCOCC1=C(CCC(=O)Nc2ccccc2)C(=O)OC1=O.CN(C)C=O

The geometry in ORCA input format:
```
! RIJCOSX wB97M-V def2-TZVPD def2/J DEFGRID3
* xyz 0 1
C -1.43 3.17 -7.00
C -1.73 2.25 -5.82
O -1.21 0.96 -6.08
C -1.52 0.05 -5.03
C -0.21 -0.28 -4.27
O -0.39 -1.35 -3.36
C -0.30 -0.91 -2.00
C -0.23 -2.13 -1.15
C 0.85 -2.77 -0.70
C 2.29 -2.38 -0.93
C 3.13 -2.38 0.38
C 2.30 -1.81 1.53
O 1.59 -0.85 1.37
N 2.42 -2.43 2.83
C 1.45 -1.83 3.73
C 1.74 -0.71 4.46
C 0.74 -0.19 5.25
C -0.50 -0.77 5.34
C -0.74 -1.91 4.61
C 0.23 -2.46 3.80
C 0.45 -3.97 0.12
O 1.19 -4.70 0.71
O -0.93 -4.07 0.03
C -1.39 -2.93 -0.58
O -2.53 -2.57 -0.63
H -0.35 3.22 -7.16
H -1.89 2.75 -7.90
H -1.85 4.16 -6.81
H -2.82 2.21 -5.66
H -1.27 2.66 -4.90
H -2.19 0.56 -4.34
H -1.95 -0.87 -5.44
H 0.54 -0.50 -5.03
H 0.09 0.65 -3.77
H -1.21 -0.34 -1.80
H 0.59 -0.28 -1.89
H 2.78 -2.98 -1.70
H 2.27 -1.34 -1.26
H 3.49 -3.38 0.59
H 3.95 -1.66 0.24
H 3.33 -2.21 3.23
H 2.72 -0.26 4.36
H 0.97 0.72 5.80
H -1.24 -0.30 5.96
H -1.72 -2.38 4.66
H 0.03 -3.35 3.22
C -0.60 4.66 2.09
O 0.28 4.91 1.29
N -0.78 3.47 2.69
C -1.85 3.24 3.65
C 0.11 2.37 2.36
H -1.33 5.42 2.41
H -1.42 2.94 4.61
H -2.51 2.45 3.28
H -2.44 4.15 3.79
H 1.14 2.66 2.61
H 0.06 2.17 1.30
H -0.16 1.48 2.92
*
```

# 6
ORCA calculation (ωB97M-V/def2-TZVPD) on a cluster of 2 separate species, C6H7N2O3 in total in a non-equilibrium geometry.

Gap between HOMO and LUMO = 7.63 eV
Electronic energy = -567.5581 Eh

The geometry in ORCA input format:
```
! RIJCOSX wB97M-V def2-TZVPD def2/J DEFGRID3
* xyz 1 1
C -1.29 -1.10 0.58
C -2.68 -1.34 0.54
C -1.10 0.30 0.39
C -3.22 -0.06 0.21
C 0.81 2.12 0.47
C -0.03 1.15 0.47
N -4.62 0.24 0.02
N 1.39 -0.48 -0.75
O -5.44 -0.60 0.21
O -4.85 1.35 -0.41
O -2.34 0.89 0.09
H -0.51 -1.87 0.70
H -3.40 -2.23 0.48
H 1.63 2.03 -0.36
H 0.99 3.03 1.03
H 1.40 -1.08 -1.57
H 1.69 -1.04 0.02
H 2.25 0.14 -0.95
*
```

# 7
ORCA calculation (ωB97M-V/def2-TZVPD) on a cluster of 3 separate species, CH7N2OPS in total in a non-equilibrium geometry.

Gap between HOMO and LUMO = 8.50 eV
Electronic energy = -966.5663 Eh
SMILES = NP=S.C=O.N

The geometry in ORCA input format:
```
! RIJCOSX wB97M-V def2-TZVPD def2/J DEFGRID3
* xyz 0 1
C 3.32 0.96 -0.46
N -3.29 -0.27 -0.35
N -0.33 0.18 0.79
O 2.99 0.97 0.71
P 0.85 -0.76 1.61
S 1.22 -2.23 0.38
H 3.12 0.18 -1.30
H -3.29 0.54 -0.97
H 4.04 1.66 -0.89
H -4.24 -0.58 -0.05
H -2.72 -1.10 -0.52
H -1.18 0.56 1.18
H -0.50 -0.11 -0.13
*
```

# 8
ORCA calculation (ωB97M-V/def2-TZVPD) on a structure of composition C40H35BrFN6O6Rh in a non-equilibrium geometry.

Gap between HOMO and LUMO (spin up / spin down) = 5.53 / 6.01 eV
Electronic energy = -5109.3679 Eh

The geometry in ORCA input format:
```
! RIJCOSX wB97M-V def2-TZVPD def2/J DEFGRID3
* xyz 0 5
Rh -0.40 -0.28 -0.02
F -0.35 -2.94 6.21
C -0.15 -3.44 4.96
C -0.43 -2.69 3.87
C -0.29 -3.17 2.53
C -0.47 -2.18 1.56
O -0.75 -0.93 1.87
C 1.00 -2.69 -0.48
C 1.19 -4.22 -0.68
N -0.07 -5.38 1.21
C -0.26 -6.79 1.42
C -1.36 -7.30 2.30
C -1.47 -7.45 0.82
C 0.05 -4.58 2.35
C 0.47 -5.24 3.50
C 0.35 -4.73 4.80
N 0.74 -5.64 5.88
C -0.17 -6.81 6.07
C 0.65 -7.93 6.74
N 1.92 -7.34 7.18
C 1.67 -6.20 8.07
C 1.02 -5.07 7.23
C 1.18 -1.83 -1.81
O 1.88 -2.28 -2.70
O 0.51 -0.72 -1.81
H -0.75 -1.67 4.00
H 1.45 -4.46 -1.71
H 0.66 -7.39 1.39
H -1.99 -6.56 2.78
H -1.18 -8.18 2.90
H -2.18 -6.81 0.31
H -1.37 -8.43 0.38
H 0.88 -6.23 3.41
H -0.55 -7.11 5.10
H -1.01 -6.49 6.69
H 0.88 -8.73 6.03
H 0.08 -8.37 7.57
H 1.63 -6.07 5.61
H 2.51 -8.03 7.62
H 2.62 -5.87 8.48
H 1.01 -6.48 8.91
H 1.66 -4.21 7.12
H 0.08 -4.73 7.67
Br 6.53 4.13 6.36
C 5.82 4.66 4.68
C 4.51 4.34 4.37
C 4.00 4.69 3.13
C 4.81 5.36 2.19
C 6.12 5.72 2.56
C 6.63 5.36 3.79
N 4.41 5.64 0.92
N 3.29 5.20 0.46
C 2.95 3.94 0.25
C 3.89 2.87 0.31
C 3.48 1.56 0.36
C 2.11 1.20 0.32
O 1.72 0.00 0.52
C 1.16 2.26 0.05
N -0.13 1.90 -0.14
C -1.03 2.83 -0.39
C -0.71 4.19 -0.44
C 0.59 4.58 -0.25
C 1.57 3.61 -0.01
H 3.89 3.82 5.08
H 2.98 4.45 2.88
H 6.73 6.26 1.85
H 7.64 5.61 4.06
H 4.94 3.12 0.37
H 4.20 0.76 0.45
H -2.05 2.50 -0.56
H -1.49 4.91 -0.64
H 0.89 5.62 -0.29
C -4.53 -0.57 0.39
O -3.12 -0.75 0.56
C -2.34 -0.19 -0.38
O -2.77 0.39 -1.34
H -5.01 -1.31 1.03
H -4.82 -0.72 -0.65
H -4.82 0.43 0.70
C -0.01 -5.06 -0.24
C -1.28 -4.40 -0.72
C -1.45 -3.10 -0.55
C -0.35 -2.30 0.07
C 2.22 -2.76 0.41
C 2.37 -4.08 0.25
H 0.09 -6.03 -0.72
H -2.05 -5.01 -1.17
H -2.38 -2.62 -0.82
H 2.76 -1.99 0.93
H 3.07 -4.81 0.64
*
```

# 9
ORCA calculation (ωB97M-V/def2-TZVPD) on a cluster of 2 separate species, C11H12NO2 in total in a non-equilibrium geometry.

Gap between HOMO and LUMO = 7.87 eV
Electronic energy = -631.6159 Eh

The geometry in ORCA input format:
```
! RIJCOSX wB97M-V def2-TZVPD def2/J DEFGRID3
* xyz -1 1
C -0.31 -2.19 -2.67
C -0.56 -0.54 0.74
C -1.30 -1.02 -0.50
C -0.26 -1.67 -1.25
C 0.99 -1.57 -0.64
C -1.08 0.18 1.73
C -2.46 0.50 1.44
C -3.23 0.04 0.41
C -2.67 -0.82 -0.50
N 0.74 -0.95 0.59
H -0.66 0.43 2.76
H -2.89 1.46 1.86
H 1.37 -0.31 0.91
H -4.32 0.12 0.27
H 1.92 -1.95 -0.94
H -3.35 -1.37 -1.12
H -1.13 -2.88 -2.81
H 0.64 -2.74 -2.93
H -0.31 -1.39 -3.43
C 2.55 2.90 0.58
C 2.84 1.60 1.30
O 3.99 1.20 1.13
O 1.90 1.04 1.95
H 3.38 3.55 0.76
H 1.77 3.46 0.89
H 2.45 2.91 -0.53
*
```

# 10
ORCA calculation (ωB97M-V/def2-TZVPD) on a structure of composition C36H31BeN4P2S6 in a non-equilibrium geometry.

Gap between HOMO and LUMO = 6.69 eV
Electronic energy = -4696.2956 Eh

The geometry in ORCA input format:
```
! RIJCOSX wB97M-V def2-TZVPD def2/J DEFGRID3
* xyz -1 1
Be 0.61 -0.16 -0.14
S -0.78 -1.87 -0.21
P -1.73 -0.14 -0.62
C -0.68 1.16 -0.21
P -0.80 1.75 1.41
S -0.76 0.60 3.02
C 0.63 2.92 1.46
C 1.27 3.21 2.66
C 2.37 4.04 2.70
C 2.86 4.61 1.53
C 2.24 4.33 0.32
C 1.13 3.49 0.29
C -2.23 2.91 1.61
C -3.31 2.55 2.41
C -4.37 3.42 2.60
C -4.37 4.67 2.01
C -3.29 5.05 1.22
C -2.23 4.17 1.02
C -3.46 -0.15 -0.02
C -3.99 -1.26 0.63
C -5.32 -1.26 1.03
C -6.13 -0.16 0.78
C -5.60 0.95 0.13
C -4.28 0.96 -0.27
C -2.09 -0.09 -2.42
C -2.30 -1.25 -3.14
C -2.71 -1.19 -4.46
C -2.90 0.04 -5.08
C -2.68 1.21 -4.37
C -2.28 1.15 -3.04
H 0.90 2.73 3.57
H 2.86 4.25 3.65
H 3.73 5.26 1.55
H 2.61 4.75 -0.60
H 0.66 3.23 -0.65
H -3.31 1.57 2.88
H -5.21 3.11 3.22
H -5.19 5.36 2.17
H -3.27 6.03 0.76
H -1.40 4.47 0.40
H -3.35 -2.10 0.83
H -5.72 -2.12 1.55
H -7.16 -0.16 1.10
H -6.22 1.82 -0.06
H -3.86 1.83 -0.76
H -2.12 -2.21 -2.66
H -2.86 -2.11 -5.02
H -3.21 0.08 -6.12
H -2.80 2.17 -4.85
H -2.07 2.05 -2.48
S -0.10 3.76 -5.44
C 0.48 2.37 -4.72
S 0.92 2.30 -3.05
C 1.30 0.60 -3.20
N 1.12 0.14 -4.38
N 0.66 1.13 -5.24
C 0.44 0.70 -6.58
C 0.58 1.57 -7.65
C 0.36 1.10 -8.94
C 0.00 -0.22 -9.16
C -0.12 -1.09 -8.08
C 0.10 -0.63 -6.79
S 1.99 -0.28 -1.87
H 0.86 2.59 -7.49
H 0.46 1.78 -9.78
H -0.18 -0.58 -10.17
H -0.38 -2.13 -8.24
H 0.02 -1.29 -5.95
S 2.11 -0.08 1.48
C 3.56 -0.04 0.59
N 4.14 -1.07 -0.03
C 5.25 -0.65 -0.87
C 5.31 0.87 -0.62
N 4.29 1.06 0.41
H 3.60 -1.90 -0.22
H 5.06 -0.88 -1.91
H 6.17 -1.15 -0.56
H 5.03 1.43 -1.52
H 6.29 1.21 -0.28
H 3.92 1.95 0.69
*
```

# 11
ORCA calculation (ωB97M-V/def2-TZVPD) on a cluster of 3 separate species, C3H5NO in total in a non-equilibrium geometry.

Gap between HOMO and LUMO = 8.71 eV
Electronic energy = -247.0537 Eh

The geometry in ORCA input format:
```
! RIJCOSX wB97M-V def2-TZVPD def2/J DEFGRID3
* xyz 0 1
C 0.07 -0.51 0.18
C 0.16 0.94 -0.28
C -0.75 1.46 -1.15
H 1.21 0.44 2.12
H 0.71 -1.26 2.24
H 0.89 1.51 0.19
H -0.55 2.44 -1.58
H -1.70 0.86 -1.37
N 1.30 -0.72 0.87
O -0.81 -1.29 -0.03
*
```

# 12
ORCA calculation (ωB97M-V/def2-TZVPD) on a cluster of 2 separate species, C3H3O3 in total in a non-equilibrium geometry.

Gap between HOMO and LUMO = 8.40 eV
Electronic energy = -341.3504 Eh

The geometry in ORCA input format:
```
! RIJCOSX wB97M-V def2-TZVPD def2/J DEFGRID3
* xyz 1 1
C -1.75 0.40 -1.33
C -1.18 0.41 -0.14
C 0.95 -0.31 0.68
O -2.24 0.21 -2.38
O 2.16 -0.71 0.57
O 0.10 -0.24 -0.23
H -1.37 0.95 0.70
H 0.86 0.19 2.46
H 2.48 -0.90 -0.33
*
```